Molecular formula: C4H6NO2
Method: DFT, wB97M-V/def2-TZVPD

Last column: Mulliken charge in e.
Cartesian coordinates (Å):
1 C 0.7329 -0.7211 -0.5242  0.582
2 C -2.6685 2.0807 -0.7687  -0.541
3 C -1.4919 1.8047 -0.2676  -0.051
4 C 2.6293 -1.8609 0.7276  -0.437
5 N 0.2614 0.3751 -0.7819  0.180
6 O 1.4633 -1.6024 -0.1805  -0.267
7 O -0.5671 1.2379 -1.1739  -0.264
8 H -3.4466 2.6288 -0.2038  0.260
9 H -2.8855 1.7385 -1.7868  0.248
10 H -1.1998 2.1597 0.6048  0.442
11 H 2.3162 -1.4187 1.6696  0.312
12 H 3.4665 -1.2251 0.3356  0.306
13 H 2.8100 -2.9113 0.7271  0.230

Frontier orbital gap: 9.8 eV
Net charge: +1
Structure (SMILES): C=CO[N+]#COC